65
Properties=species:S:1:pos:R:3:forces:R:3 method="wB97M-V/def2-TZVPD" e_homo_ev="-8.79 / -10.66" de_lowest_kj_mol=0.0 multiplicity=3 max_force_ev_per_a=3.93 energy_ev=-122051.684 homo_lumo_gap_ha="0.1414 / 0.1919" charge=+1
Au -1.481922 0.977858 -0.475394 -0.855 1.522 0.239
C -5.173487 -0.153640 -0.630685 -0.919 -1.893 0.076
P -3.418993 -0.424204 -0.072925 0.314 -2.109 0.375
C -2.820067 -2.140064 -0.439397 -0.276 -0.458 -0.414
C -3.652456 -0.427071 1.730181 1.257 2.304 0.163
C -3.797236 1.026880 2.202529 0.824 1.126 0.060
P -2.931143 2.247031 1.058682 0.749 -0.185 0.558
C -4.281658 3.205773 0.338033 0.979 -0.301 -0.117
C -2.026099 3.406370 2.112938 1.867 0.311 0.134
H -5.935876 -0.752222 0.020635 1.607 1.047 -0.740
H -5.271806 -0.667802 -1.613433 0.061 0.824 0.346
H -5.509708 0.889305 -0.656231 0.290 -0.458 -0.203
H -2.231615 -2.579801 0.365570 -0.326 0.418 0.696
H -2.048830 -2.099200 -1.198690 -0.156 0.335 -0.660
H -3.558672 -2.902870 -0.732264 -0.011 0.526 0.103
H -2.770966 -0.773241 2.267493 -0.211 -0.846 -0.249
H -4.590134 -0.804208 1.991542 -1.065 -1.765 0.470
H -3.454809 1.180009 3.253785 -0.064 -0.159 -0.840
H -4.822056 1.377210 2.179262 -0.347 -0.074 -0.002
H -4.967975 3.558787 1.078649 -0.394 -0.011 0.690
H -4.787761 2.635825 -0.412528 -0.266 0.033 -0.526
H -3.783611 4.066285 -0.058980 0.072 0.579 -0.713
H -2.413823 3.574231 3.120769 -0.402 -0.330 -0.165
H -1.858777 4.416409 1.652899 -0.238 -1.149 0.121
H -1.002258 2.926578 2.227807 -1.028 0.686 -0.059
N 7.541451 -4.764206 -1.020007 -2.220 1.327 -0.126
C 6.500730 -4.227956 -0.969400 3.276 -2.089 0.568
C 5.223645 -3.676903 -0.784645 -1.274 0.908 -0.106
C 4.266521 -3.871483 -1.788120 0.292 -0.695 -1.034
C 3.131624 -3.080601 -1.818300 -1.378 0.410 -0.482
C 2.763148 -2.195049 -0.757301 0.569 -1.441 0.736
C 3.670322 -2.200961 0.359458 -1.322 0.687 -1.048
C 4.902014 -2.837199 0.284260 0.677 0.923 1.333
C 1.445697 -1.480001 -0.682067 0.556 1.019 -1.828
C 0.853662 -1.340103 0.626623 -0.914 1.434 0.907
C 0.707272 -2.334902 1.677347 -0.285 1.167 2.504
C 0.291688 -1.623636 2.849090 -0.166 -2.669 -1.796
C 0.026300 -0.340070 2.413051 1.603 -0.582 -1.110
N 0.415126 -0.134345 1.133530 -0.419 -0.092 -1.707
C 0.983510 -0.719924 -1.845133 -0.819 -0.117 2.280
C 1.686510 -0.587452 -3.061958 -1.468 0.200 -0.788
C 0.856561 0.104802 -3.979079 0.893 -0.591 0.585
C -0.325086 0.359916 -3.297679 0.244 0.510 1.441
N -0.295696 -0.037948 -1.959744 1.297 -0.691 -1.202
H 4.477202 -4.674288 -2.571733 -0.400 1.498 0.977
H 2.443754 -3.134875 -2.696107 0.614 -0.277 0.904
H 3.365024 -1.587894 1.221950 0.593 -0.317 -0.322
H 5.634775 -2.554737 1.097095 -0.736 -0.823 -1.104
H 0.947660 -3.372641 1.656897 0.218 -0.463 -0.277
H 0.048656 -2.021964 3.821846 0.236 -0.112 -0.022
H -0.109646 0.468125 3.041090 -0.853 1.724 1.080
H 2.585859 -1.119038 -3.258328 0.620 0.180 -0.178
H 1.130154 0.417655 -4.994490 -0.391 -0.340 0.551
H -1.149833 0.927683 -3.660982 -0.495 0.250 -0.141
Se -0.595811 3.380644 -0.962707 0.334 -0.985 0.118
C 1.186120 2.935686 -0.355397 0.469 1.890 -0.062
C 2.076403 2.312678 -1.222304 -0.745 -0.294 -0.608
C 3.293674 1.938403 -0.719622 1.994 0.190 0.554
N 3.752560 2.295292 0.500382 -1.213 -1.446 -0.182
C 2.883640 2.915082 1.311038 1.586 0.488 -0.683
C 1.689564 3.445531 0.860246 -1.429 -0.862 0.612
H 1.877192 2.161290 -2.294965 -0.331 -0.316 0.789
H 4.004035 1.331374 -1.315582 -0.476 0.648 0.196
H 3.278621 3.035607 2.317251 -0.311 0.506 -0.050
H 1.127167 4.124168 1.534237 0.115 -0.731 -0.620